C5H8F15Hf2O19S5Sn as an isolated structure. Source: the OMol25 dataset; level of theory: ωB97M-V/def2-TZVPD.

ORCA input file:
```
! wB97M-V def2-TZVPD RIJCOSX def2/J DEFGRID3
* xyz 5 1
Sn -18.1996 -8.2135 15.7036
Hf -17.4592 -6.3571 9.8296
Hf -19.2143 -2.4044 13.9437
C -14.5854 -5.0906 13.6136
F -14.1657 -4.5169 12.4867
F -13.9834 -6.2334 13.7807
F -14.4405 -4.3106 14.6517
S -16.4312 -5.3813 13.4061
O -17.1812 -4.1977 13.7720
O -16.7054 -5.7578 12.0047
O -16.7558 -6.4186 14.3442
C -21.8792 -5.8409 12.2584
F -22.3486 -4.6473 12.0034
F -22.5132 -6.4701 13.2019
F -21.8707 -6.5777 11.1597
S -20.0421 -5.7726 12.7761
O -19.2513 -6.1526 11.6107
O -19.7676 -4.3248 13.1254
O -19.8924 -6.6667 13.8945
C -16.9743 -10.8128 11.3755
F -18.2009 -10.8728 10.9301
F -16.7469 -11.6857 12.3144
F -16.0740 -10.9076 10.4298
S -16.6618 -9.0890 12.1824
O -16.7653 -8.0545 11.0404
O -17.7242 -8.7995 13.1406
O -15.3203 -9.0360 12.6422
C -19.4618 -4.1081 18.2982
F -19.1890 -2.8616 18.6749
F -19.1499 -4.9225 19.2568
F -20.7205 -4.1725 17.9185
S -18.2797 -4.4604 16.8640
O -18.6558 -5.7690 16.3362
O -18.4465 -3.3343 15.8273
O -16.9822 -4.4443 17.4382
C -17.9937 -1.4176 9.4037
F -17.4531 -0.3012 9.7834
F -19.3094 -1.3143 9.4468
F -17.5454 -1.8576 8.2694
S -17.5074 -2.7507 10.6827
O -18.1570 -2.4593 11.9975
O -17.8549 -4.1061 10.1417
O -16.0742 -2.6394 10.7507
O -15.0827 -8.1823 17.1412
H -14.6924 -8.1027 18.0215
H -14.3290 -8.2331 16.5299
O -15.3421 -5.1119 9.6855
H -14.4034 -5.2673 9.4653
H -15.4086 -4.1682 9.9691
O -17.0775 -1.4574 14.2147
H -16.2931 -1.4307 13.6380
H -16.7458 -1.2999 15.1218
O -13.6184 -9.3906 14.9873
H -14.1099 -9.3040 14.1618
H -13.9415 -10.2027 15.3963
*
```

The value obtained for the gap between HOMO and LUMO is 3.59 eV. The value obtained for the HOMO energy is -21.77 eV. The value obtained for the total energy is -5421.94072 a.u.

***

One molecule with the formula C4H8N4O. Source: the OMol25 dataset; level of theory: ωB97M-V/def2-TZVPD.

ORCA input file:
```
! wB97M-V def2-TZVPD RIJCOSX def2/J DEFGRID3
* xyz 0 1
N 1.3367 2.0689 -0.1412
N 0.1444 1.3341 -0.0306
C 0.0932 0.1330 -0.4381
N 1.0392 -0.7488 -0.7854
C 2.1662 -1.1429 -0.2535
O 2.7911 -0.6633 0.7115
N -1.1948 -0.5482 -0.5074
C -2.3154 0.2540 -0.0809
C -1.7899 -0.9115 0.7060
H 2.2013 1.7717 0.3191
H 1.1398 3.1211 0.1546
H 0.3415 -1.6377 -1.1428
H 2.6653 -2.0160 -0.7738
H -3.3715 0.1796 -0.4399
H -1.8847 1.2302 0.3641
H -2.2240 -1.8722 0.6798
H -1.1385 -0.5520 1.6586
*
```

The value obtained for the gap between HOMO and LUMO is 9.39 eV. The energy relative to the best compared isomer or geometry (same formula, charge and spin) comes out at 454.7 kJ/mol. The value obtained for the HOMO energy is -8.67 eV. The value obtained for the total energy is -451.34507 a.u.

***

A 10-piece molecular cluster, C48H120F4N10O24S4 overall. Source: the OMol25 dataset; level of theory: ωB97M-V/def2-TZVPD.

ORCA input file:
```
! wB97M-V def2-TZVPD RIJCOSX def2/J DEFGRID3
* xyz -2 1
N 2.3261 -1.8025 -7.3422
S 1.9484 -3.1489 -6.6201
O 0.5411 -3.4540 -6.5931
O 2.7744 -3.5051 -5.5162
F 2.4089 -4.1856 -7.8089
S 1.1455 -0.7229 -6.8197
O 1.1982 -0.4792 -5.4148
O -0.0913 -0.6837 -7.5471
F 1.9768 0.5402 -7.3940
N 0.5952 -1.0857 -0.9955
S -0.6060 -0.2414 -1.4053
O -0.5158 1.1943 -1.1036
O -1.9204 -0.7847 -1.5093
F -0.2888 -0.1143 -2.9736
S 0.4208 -0.8805 0.6983
O -0.6011 -1.7617 1.1674
O 0.6414 0.3808 1.3562
F 1.7464 -1.6428 1.1205
C -4.9223 0.0215 5.3340
O -3.9607 -0.8460 4.7501
C -2.6937 -0.2268 4.5633
C -1.6854 -1.3282 4.3382
N -0.2769 -0.9273 4.4897
C 0.1928 -1.0443 5.8680
C 1.2606 -0.0072 6.1733
O 0.6742 1.2706 5.9880
C 1.5492 2.3012 6.3756
H -5.9360 -0.3329 5.1551
H -4.8072 1.0160 4.8992
H -4.7412 -0.0392 6.4125
H -2.4769 0.2676 5.5262
H -2.7129 0.5481 3.7924
H -1.6900 -1.6599 3.2970
H -1.9517 -2.1619 4.9862
H -0.1055 0.0078 4.1410
H 0.3913 -2.0976 6.0693
H -0.5784 -0.7334 6.5977
H 2.1837 -0.1792 5.6051
H 1.5729 -0.0748 7.2252
H 1.6083 2.3787 7.4635
H 1.1924 3.2267 5.9182
H 2.5568 2.2685 5.9430
C -0.1525 4.3511 -4.9609
O -1.3360 4.3405 -4.1750
C -1.5577 3.0884 -3.5373
C -2.7943 3.3692 -2.6888
N -4.0437 3.5470 -3.4191
C -4.9856 4.3065 -2.6064
C -6.4333 4.2585 -3.0964
O -6.6903 5.1801 -4.1518
C -6.3468 4.7400 -5.4471
H -0.1805 3.5681 -5.7226
H 0.7198 4.2758 -4.3080
H -0.1427 5.3175 -5.4674
H -0.7523 2.7070 -2.9054
H -1.7464 2.3187 -4.2995
H -2.5193 4.2803 -2.1384
H -2.9026 2.5640 -1.9566
H -3.8354 4.0797 -4.2559
H -4.7291 5.3736 -2.5204
H -4.9605 3.9108 -1.5867
H -7.0619 4.4545 -2.2274
H -6.6591 3.2575 -3.4821
H -5.2883 4.5032 -5.5463
H -6.6828 5.5804 -6.0578
H -6.9185 3.8717 -5.8020
C -1.2636 7.9149 6.5597
O -0.9942 6.5545 6.2565
C -1.5160 6.1741 5.0025
C -0.9954 4.8127 4.5960
N -1.5160 4.4899 3.2715
C -1.3717 3.1232 2.8325
C -1.7344 3.0372 1.3505
O -3.0308 3.4611 0.9692
C -4.0273 2.7190 1.6474
H -1.5146 8.0021 7.6142
H -2.1737 8.2076 6.0224
H -0.4697 8.5815 6.2210
H -1.2882 6.9579 4.2720
H -2.6161 6.0808 5.0236
H -1.2596 4.0310 5.3246
H 0.0976 4.8538 4.5293
H -2.4911 4.7691 3.3154
H -2.0080 2.4587 3.4344
H -0.3448 2.7639 2.9229
H -1.6312 1.9920 1.0237
H -0.9409 3.4976 0.7621
H -3.9264 1.6564 1.3892
H -5.0145 3.0073 1.2888
H -3.9427 2.8351 2.7307
C 8.6499 7.3595 1.0054
O 9.3922 7.2343 2.1956
C 8.8747 6.2300 3.0653
C 8.2375 4.9386 2.4762
N 6.7903 4.8695 2.6963
C 6.2715 3.6104 2.1374
C 4.8810 3.3299 2.6133
O 4.3633 2.0890 2.2451
C 3.0689 1.9112 2.7806
H 9.0346 8.1900 0.4105
H 7.5925 7.5993 1.1715
H 8.8024 6.4619 0.4035
H 8.1267 6.7248 3.6936
H 9.6121 5.8249 3.7560
H 8.6918 4.0990 3.0043
H 8.4757 4.8094 1.4139
H 6.4426 5.6221 2.1052
H 6.9627 2.8021 2.3958
H 6.3481 3.6221 1.0392
H 4.1857 4.1387 2.3329
H 4.9459 3.4500 3.7107
H 2.7024 0.9205 2.5094
H 2.3634 2.6202 2.3390
H 3.0879 1.8992 3.8745
C -3.1768 -0.5287 -6.1409
O -4.4853 -0.1350 -5.7802
C -5.0518 -0.6799 -4.6139
C -4.6719 0.1185 -3.3681
N -5.1445 -0.5565 -2.1375
C -5.4103 0.4597 -1.1130
C -6.0183 -0.1284 0.1586
O -5.1449 -0.8284 0.9962
C -4.7718 -2.1714 0.7215
H -2.9980 -1.6037 -6.0449
H -2.4097 -0.0787 -5.4957
H -2.9401 -0.1434 -7.1285
H -4.8464 -1.7594 -4.5855
H -6.1498 -0.6862 -4.6145
H -5.2280 1.0469 -3.4650
H -3.5791 0.1371 -3.3552
H -4.3435 -1.1038 -1.8394
H -6.1258 1.1843 -1.5024
H -4.4561 0.8942 -0.7794
H -6.9196 -0.6854 -0.1357
H -6.3157 0.7387 0.7586
H -4.2781 -2.4961 1.6312
H -4.0950 -2.2216 -0.1358
H -5.6354 -2.7828 0.4384
C 5.6995 -2.3268 0.1108
O 5.3002 -1.2682 -0.7119
C 5.6312 -0.0304 -0.1075
C 5.0052 1.1535 -0.8581
N 3.5603 0.9541 -0.8162
C 2.7096 2.1337 -1.0054
C 2.9511 2.8997 -2.3125
O 2.6971 2.0271 -3.3654
C 3.2884 2.4216 -4.5889
H 5.2354 -2.4310 1.0969
H 6.7824 -2.2746 0.3222
H 5.5947 -3.2362 -0.4809
H 6.7220 0.0881 -0.1684
H 5.2170 -0.0090 0.9063
H 5.3758 1.1020 -1.8857
H 5.3041 2.0924 -0.3696
H 3.3709 0.6020 0.1157
H 2.7676 2.7839 -0.1194
H 1.7006 1.7270 -1.1187
H 4.0070 3.2161 -2.3100
H 2.3252 3.7994 -2.2315
H 4.3731 2.2901 -4.5184
H 2.9398 3.4146 -4.8918
H 2.9096 1.7099 -5.3231
C 4.1818 -5.2143 -3.2124
O 3.6408 -4.1085 -2.5578
C 2.6510 -4.4728 -1.6211
C 1.1788 -4.5897 -2.0678
N 0.6119 -3.3630 -2.6616
C -0.5742 -3.7100 -3.4542
C -1.7450 -4.2074 -2.6179
O -1.5375 -5.4945 -2.0800
C -2.2332 -5.7434 -0.9035
H 4.8345 -4.8145 -3.9878
H 3.4542 -5.8628 -3.7208
H 4.7531 -5.9572 -2.6284
H 2.6022 -3.6884 -0.8524
H 2.9708 -5.3673 -1.0678
H 0.7724 -4.8758 -1.0854
H 1.0789 -5.4355 -2.7498
H 0.4027 -2.8224 -1.8217
H -0.3337 -4.4342 -4.2356
H -0.8497 -2.8485 -4.0696
H -2.6901 -4.1996 -3.1890
H -1.9928 -3.4587 -1.8500
H -2.0483 -6.7093 -0.4353
H -3.3221 -5.5941 -0.9027
H -1.8768 -5.0501 -0.1221
C 1.1402 -4.8662 2.1283
O 0.8383 -6.0555 1.3864
C 1.5808 -7.1354 1.8744
C 1.1994 -8.3936 1.0908
N -0.2281 -8.6622 1.2904
C -0.6088 -9.9721 0.7868
C -2.1266 -10.1136 0.9057
O -2.7023 -9.0161 0.2345
C -4.1066 -9.0107 0.3549
H 0.5945 -4.9558 3.0740
H 0.8213 -4.0286 1.5191
H 2.1968 -4.7843 2.3969
H 1.3419 -7.2798 2.9428
H 2.6784 -7.0696 1.9258
H 1.8201 -9.2196 1.4405
H 1.4801 -8.1472 0.0594
H -0.7058 -7.9744 0.7167
H -0.0441 -10.7698 1.2775
H -0.3593 -10.1667 -0.2718
H -2.3508 -10.1431 1.9773
H -2.4223 -11.0200 0.3624
H -4.5477 -9.9836 0.1264
H -4.4580 -8.3099 -0.4071
H -4.5062 -8.5818 1.2785
*
```

The value obtained for the gap between HOMO and LUMO is 6.64 eV. The value obtained for the HOMO energy is -3.53 eV. The value obtained for the total energy is -6245.99857 a.u.

***

A 2-piece molecular cluster, C5H10N2S overall. Source: the OMol25 dataset; level of theory: ωB97M-V/def2-TZVPD.

ORCA input file:
```
! wB97M-V def2-TZVPD RIJCOSX def2/J DEFGRID3
* xyz 0 1
C 0.5260 2.1703 1.6634
C 2.2058 -0.8280 0.2491
C 0.9915 1.0976 1.0776
C 3.4072 -0.4480 -0.5746
C -3.4760 -0.4946 -1.2478
N 1.5723 0.0588 0.8797
N -3.0881 -0.5739 0.0759
S -1.4588 -0.3425 0.4714
H -0.5590 2.4059 1.4291
H 1.0788 3.0631 2.0361
H 1.9470 -1.8722 0.2973
H 4.2293 -0.9996 -0.0793
H 3.4268 -1.0164 -1.5070
H 3.7508 0.5538 -0.7051
H -2.6639 -1.0093 -1.8754
H -4.3902 -1.0797 -1.2829
H -3.8483 0.4714 -1.6108
H -3.6514 -1.1568 0.7032
*
```

The value obtained for the gap between HOMO and LUMO (alpha / beta) is 5.77 / 8.34 eV. The energy relative to the best compared isomer or geometry (same formula, charge and spin) comes out at 537.0 kJ/mol. The value obtained for the HOMO energy (alpha / beta) is -6.58 / -8.21 eV. The value obtained for the total energy is -704.01927 a.u.

***

A 2-piece molecular cluster, CH2F2N2 overall. Source: the OMol25 dataset; level of theory: ωB97M-V/def2-TZVPD.

ORCA input file:
```
! wB97M-V def2-TZVPD RIJCOSX def2/J DEFGRID3
* xyz 0 1
N -1.1077 -0.9785 -0.8856
C -2.0224 -0.2712 -0.5606
N -3.1066 0.3013 -0.4901
F -3.7844 0.3871 0.7768
H -0.2209 -0.6198 -1.0360
F 1.1951 0.9580 0.7424
H 1.8721 0.6552 1.3919
*
```

The value obtained for the gap between HOMO and LUMO is 10.73 eV. The energy relative to the best compared isomer or geometry (same formula, charge and spin) comes out at 246.2 kJ/mol. The value obtained for the HOMO energy is -10.63 eV. The value obtained for the total energy is -348.42271 a.u.